{"formula": "C34H31N4P2Ru", "method": "the ωB97M-V functional and the def2-TZVPD basis", "e_above_lowest_ev": 0.213, "charge": 3, "lumo_energy_ev": -11.966, "mol_weight_g_mol": 658.668, "multiplicity": 1, "symbols": ["Ru", "C", "P", "C", "C", "C", "C", "C", "C", "C", "C", "C", "C", "C", "C", "C", "C", "C", "C", "C", "P", "C", "C", "C", "C", "C", "C", "C", "C", "C", "C", "C", "C", "N", "H", "H", "H", "H", "H", "H", "H", "H", "H", "H", "H", "H", "H", "H", "H", "H", "H", "H", "H", "H", "H", "H", "H", "H", "H", "H", "N", "C", "C", "N", "C", "C", "N", "H", "H", "H", "H", "H"], "xyz": [[-0.857, 0.093, 0.221], [-1.221, -0.772, -2.776], [-0.208, 0.683, -1.946], [1.080, 0.936, -3.143], [0.771, 1.583, -4.350], [1.730, 1.659, -5.346], [2.986, 1.092, -5.144], [3.292, 0.454, -3.948], [2.339, 0.366, -2.946], [-1.304, 2.104, -1.938], [-2.696, 1.994, -1.957], [-3.483, 3.134, -1.842], [-2.880, 4.372, -1.697], [-1.490, 4.483, -1.659], [-0.697, 3.355, -1.771], [-0.896, -1.890, -1.995], [-0.335, -3.251, -2.387], [0.087, -3.789, -1.291], [-0.222, -2.787, -0.184], [0.200, -2.735, 1.159], [0.886, -0.930, 1.376], [0.890, -0.687, 3.139], [-0.043, 0.180, 3.717], [-0.051, 0.372, 5.088], [0.870, -0.298, 5.884], [1.799, -1.161, 5.314], [1.821, -1.354, 3.944], [2.565, -1.041, 0.784], [3.371, -2.167, 0.982], [4.696, -2.142, 0.575], [5.219, -1.003, -0.025], [4.422, 0.118, -0.218], [3.095, 0.101, 0.186], [-0.863, -1.720, -0.666], [-2.272, -0.489, -2.628], [-1.011, -0.892, -3.836], [-0.204, 2.032, -4.505], [1.500, 2.153, -6.281], [3.731, 1.147, -5.928], [4.274, 0.023, -3.799], [2.575, -0.129, -2.016], [-3.184, 1.036, -2.092], [-4.562, 3.056, -1.888], [-3.493, 5.262, -1.627], [-1.026, 5.455, -1.554], [0.384, 3.445, -1.753], [-0.287, -3.657, -3.388], [0.560, -4.753, -1.160], [-0.648, -2.733, 1.855], [0.894, -3.532, 1.416], [-0.742, 0.719, 3.099], [-0.767, 1.047, 5.540], [0.876, -0.134, 6.954], [2.516, -1.677, 5.940], [2.571, -2.006, 3.510], [2.992, -3.063, 1.461], [5.325, -3.008, 0.739], [6.257, -0.988, -0.332], [4.839, 1.010, -0.668], [2.478, 0.984, 0.062], [-5.458, -1.330, 3.128], [-4.562, -0.489, 2.598], [-3.448, -0.943, 1.859], [-2.581, -0.064, 1.385], [-2.762, 1.247, 1.611], [-3.875, 1.680, 2.318], [-4.760, 0.825, 2.799], [-5.423, -2.324, 2.991], [-6.228, -0.947, 3.655], [-3.287, -1.993, 1.654], [-2.009, 1.946, 1.247], [-4.057, 2.734, 2.490]]}



{"formula": "C3H9CuNO2PSe3Te", "method": "the ωB97M-V functional and the def2-TZVPD basis", "charge": -1, "lumo_energy_ev": [2.664, 1.673], "mol_weight_g_mol": 550.110, "multiplicity": 2, "symbols": ["Cu", "Se", "Se", "Te", "Se", "C", "P", "C", "C", "H", "H", "H", "H", "H", "H", "H", "H", "H", "O", "N", "O"], "xyz": [[-1.774, 0.645, 0.199], [-2.080, 2.908, -0.541], [-1.538, 1.882, -2.525], [-3.415, 0.226, -2.891], [-3.125, -1.186, -0.850], [1.107, -1.566, 1.176], [0.405, -0.200, 0.173], [0.694, -0.959, -1.492], [1.724, 1.066, 0.151], [2.095, -1.840, 0.800], [0.435, -2.421, 1.089], [1.170, -1.264, 2.217], [1.721, -1.313, -1.616], [0.479, -0.221, -2.264], [-0.003, -1.792, -1.610], [2.646, 0.651, -0.258], [1.876, 1.436, 1.162], [1.393, 1.886, -0.488], [-0.192, 0.757, 2.678], [-1.385, 0.657, 2.916], [-2.234, 0.649, 1.976]]}



{"formula": "C38H31N3P2S2Sc", "method": "the ωB97M-V functional and the def2-TZVPD basis", "e_above_lowest_ev": 0.286, "charge": 1, "lumo_energy_ev": -2.967, "mol_weight_g_mol": 700.725, "multiplicity": 1, "symbols": ["Sc", "C", "C", "C", "C", "C", "C", "P", "C", "C", "C", "C", "C", "C", "C", "C", "C", "C", "C", "C", "C", "C", "C", "C", "H", "H", "H", "H", "H", "H", "H", "H", "H", "H", "H", "H", "H", "H", "H", "H", "S", "P", "S", "C", "C", "C", "C", "C", "C", "C", "C", "C", "C", "C", "C", "H", "H", "H", "H", "H", "H", "H", "H", "H", "H", "N", "C", "C", "N", "C", "C", "N", "H", "H", "H", "H", "H"], "xyz": [[0.688, 0.100, 0.667], [-2.019, -6.387, -0.107], [-1.834, -5.750, -1.330], [-1.190, -4.524, -1.388], [-0.723, -3.928, -0.216], [-0.911, -4.572, 1.007], [-1.556, -5.802, 1.061], [0.211, -2.373, -0.229], [-0.540, -1.414, -1.608], [0.230, -0.591, -2.431], [-0.384, 0.198, -3.402], [-1.755, 0.148, -3.572], [-2.528, -0.673, -2.754], [-1.930, -1.431, -1.764], [1.887, -2.802, -0.820], [2.189, -4.039, -1.329], [3.503, -4.353, -1.736], [4.494, -3.428, -1.606], [4.221, -2.147, -1.065], [5.257, -1.192, -0.896], [4.993, 0.024, -0.346], [3.672, 0.353, 0.042], [2.611, -0.520, -0.108], [2.903, -1.813, -0.663], [-2.526, -7.345, -0.068], [-2.193, -6.212, -2.242], [-1.043, -4.035, -2.343], [-0.546, -4.111, 1.918], [-1.698, -6.297, 2.014], [1.305, -0.594, -2.350], [0.218, 0.838, -4.038], [-2.224, 0.742, -4.347], [-3.604, -0.712, -2.881], [-2.540, -2.051, -1.119], [1.422, -4.797, -1.417], [3.717, -5.335, -2.139], [5.511, -3.661, -1.904], [6.265, -1.455, -1.205], [5.789, 0.748, -0.208], [3.513, 1.339, 0.462], [1.057, 2.620, 1.093], [-0.835, 2.708, 0.395], [-1.795, 0.941, 0.594], [-1.770, 4.026, 1.211], [-1.454, 5.353, 0.913], [-2.138, 6.381, 1.542], [-3.139, 6.091, 2.463], [-3.453, 4.773, 2.761], [-2.767, 3.736, 2.137], [-0.819, 3.208, -1.342], [-2.045, 3.306, -2.003], [-2.085, 3.756, -3.313], [-0.906, 4.103, -3.967], [0.311, 4.004, -3.311], [0.358, 3.562, -1.992], [-0.679, 5.581, 0.191], [-1.894, 7.411, 1.311], [-3.676, 6.898, 2.948], [-4.235, 4.549, 3.478], [-3.010, 2.705, 2.361], [-2.959, 3.021, -1.493], [-3.035, 3.834, -3.829], [-0.941, 4.457, -4.992], [1.226, 4.272, -3.824], [1.303, 3.477, -1.474], [-1.159, -0.261, 5.839], [-0.081, -0.364, 5.024], [-0.208, -0.282, 3.628], [0.861, -0.359, 2.848], [2.064, -0.527, 3.411], [2.165, -0.619, 4.782], [1.112, -0.540, 5.589], [-2.085, -0.127, 5.481], [-1.021, -0.342, 6.832], [-1.168, -0.142, 3.159], [2.919, -0.590, 2.757], [3.132, -0.764, 5.249]]}



{"formula": "C38H26Cl2F3NO4SbSn", "method": "the ωB97M-V functional and the def2-TZVPD basis", "e_above_lowest_ev": 0.522, "charge": -1, "lumo_energy_ev": 2.475, "mol_weight_g_mol": 929.000, "multiplicity": 1, "symbols": ["Sn", "Cl", "C", "C", "C", "Cl", "C", "O", "C", "C", "O", "C", "H", "H", "H", "C", "C", "C", "C", "N", "C", "C", "C", "C", "C", "C", "C", "H", "H", "H", "H", "H", "H", "H", "H", "C", "C", "O", "O", "H", "H", "H", "F", "C", "C", "C", "C", "C", "C", "Sb", "C", "C", "C", "C", "F", "C", "C", "C", "C", "C", "C", "F", "C", "C", "H", "H", "H", "H", "H", "H", "H", "H", "H", "H", "H", "H"], "xyz": [[0.669, 1.778, 0.564], [8.468, 0.944, 1.902], [6.741, 1.098, 1.894], [6.096, 1.496, 3.074], [4.744, 1.670, 3.052], [3.893, 2.121, 4.478], [3.928, 1.500, 1.874], [2.720, 1.815, 1.914], [4.625, 0.967, 0.737], [3.948, 0.517, -0.434], [2.748, 0.489, -0.679], [6.024, 0.813, 0.768], [6.662, 1.651, 3.980], [4.642, 0.103, -1.198], [6.524, 0.451, -0.119], [-1.038, 5.111, 3.276], [-1.525, 4.436, 4.385], [-1.470, 3.056, 4.416], [-0.918, 2.361, 3.333], [-0.411, 3.043, 2.306], [-0.475, 4.356, 2.263], [-0.830, 0.899, 3.253], [-1.468, 0.082, 4.188], [-1.342, -1.292, 4.131], [-0.555, -1.863, 3.143], [0.051, -1.054, 2.197], [-0.085, 0.333, 2.198], [-1.078, 6.188, 3.209], [-1.947, 4.982, 5.218], [-1.841, 2.532, 5.283], [-0.074, 4.807, 1.367], [-2.079, 0.515, 4.968], [-1.850, -1.916, 4.856], [-0.422, -2.938, 3.111], [0.659, -1.522, 1.426], [-3.653, 2.374, -1.133], [-2.218, 2.488, -0.612], [-1.773, 3.579, -0.281], [-1.569, 1.404, -0.529], [-3.886, 3.228, -1.766], [-4.327, 2.380, -0.275], [-3.787, 1.447, -1.682], [-1.323, 1.058, -7.156], [-1.081, 0.665, -5.877], [0.218, 0.684, -5.406], [0.454, 0.261, -4.110], [-0.580, -0.190, -3.304], [-1.875, -0.159, -3.795], [-2.138, 0.263, -5.086], [-0.135, -0.778, -1.281], [-2.085, -1.645, -0.904], [-2.781, -1.205, 0.210], [-4.068, -1.641, 0.470], [-4.652, -2.532, -0.409], [-5.923, -2.957, -0.176], [-3.982, -3.008, -1.520], [-2.693, -2.558, -1.756], [0.765, -2.697, -1.850], [0.240, -3.884, -1.360], [0.873, -5.095, -1.577], [2.067, -5.099, -2.270], [2.699, -6.284, -2.486], [2.640, -3.935, -2.741], [1.980, -2.738, -2.521], [1.015, 1.027, -6.048], [1.461, 0.296, -3.717], [-2.692, -0.463, -3.159], [-3.142, 0.282, -5.482], [-2.321, -0.487, 0.868], [-4.621, -1.296, 1.331], [-4.472, -3.705, -2.185], [-2.158, -2.922, -2.624], [-0.686, -3.864, -0.801], [0.461, -6.023, -1.209], [3.588, -3.981, -3.256], [2.429, -1.819, -2.870]]}



| no. | F_max (eV/A) | calculated total energy (hartree) |
| --- | --- | --- |
| 1 | 2.57 | -2309.838159 |
| 2 | 1.42 | -9779.150106 |
| 3 | 1.03 | -3870.722213 |
| 4 | 1.07 | -3494.021720 |